[1]
Here is a molecular structure, C27H90BF6N2O23S2V in a non-equilibrium geometry from the OMol25 dataset. Energies are from ωB97M-V with the def2-TZVPD basis set.

The geometry in XYZ format:
```
152
C27H90BF6N2O23S2V, DFT ωB97M-V with the def2-TZVPD basis set
V 0.815 -1.186 -2.192
B -1.225 -0.222 0.289
F -1.385 -1.489 0.815
F -2.384 0.169 -0.359
F -0.793 0.686 1.233
F -0.128 -0.365 -0.585
N 1.457 -2.148 -3.784
S 1.018 -2.456 -5.289
O 0.500 -3.775 -5.540
O 1.651 -1.655 -6.340
F -0.361 -1.663 -5.119
S 2.837 -3.170 -4.163
O 4.044 -2.646 -4.690
O 2.581 -4.606 -4.193
F 3.098 -3.092 -2.572
C 3.430 0.821 -4.153
C 4.071 1.305 -2.842
C 4.276 2.844 -3.001
C 4.676 3.563 -1.691
C 3.657 3.327 -0.582
C 3.376 1.821 -0.262
N 3.163 1.065 -1.587
O 2.736 -0.308 -1.486
C 2.058 1.871 0.543
C 4.521 1.342 0.656
C 5.472 0.684 -2.707
H 3.167 -0.234 -4.233
H 4.123 0.841 -4.995
H 2.555 1.381 -4.481
H 3.332 3.268 -3.345
H 5.033 3.097 -3.743
H 4.727 4.608 -1.999
H 5.669 3.251 -1.367
H 2.756 3.848 -0.907
H 4.014 3.854 0.303
H 2.245 2.504 1.411
H 1.648 0.902 0.831
H 1.266 2.356 -0.026
H 4.483 0.265 0.822
H 4.421 1.749 1.663
H 5.538 1.507 0.300
H 6.221 0.743 -3.496
H 5.342 -0.391 -2.583
H 5.970 0.912 -1.765
C -2.882 -5.165 1.644
O -3.945 -4.300 2.032
H -3.074 -5.452 0.610
H -1.888 -4.732 1.757
H -2.913 -6.104 2.196
H -4.065 -3.631 1.354
C 3.034 -1.085 3.579
O 2.934 -2.493 3.394
H 3.893 -0.652 3.067
H 2.185 -0.501 3.222
H 3.195 -0.872 4.636
H 3.843 -2.801 3.414
C 0.236 4.999 0.689
O 0.125 6.147 -0.121
H -0.400 5.122 1.565
H 0.059 4.056 0.171
H 1.267 4.908 1.032
H -0.017 6.859 0.507
C -4.880 -1.482 -0.556
O -3.924 -2.340 0.091
H -5.796 -2.042 -0.739
H -5.178 -0.624 0.047
H -4.475 -1.048 -1.470
H -3.307 -1.706 0.464
C -4.083 0.709 -3.839
O -3.040 -0.283 -3.974
H -4.206 1.433 -4.644
H -5.060 0.230 -3.766
H -4.002 1.316 -2.937
H -3.270 -1.046 -4.508
C -0.601 -2.593 3.959
O 0.341 -3.603 4.334
H -0.183 -1.625 3.683
H -1.128 -2.887 3.052
H -1.383 -2.423 4.699
H 1.203 -3.288 4.050
C -1.744 -3.147 -2.649
O -1.275 -1.784 -2.541
H -1.455 -3.826 -1.847
H -2.829 -3.204 -2.746
H -1.360 -3.648 -3.538
H -1.925 -1.219 -2.965
C -4.538 -2.672 5.161
O -4.058 -3.983 4.928
H -4.564 -2.025 4.284
H -5.543 -2.705 5.581
H -3.863 -2.154 5.842
H -3.991 -4.044 3.972
C 0.755 2.752 4.466
O 1.064 2.830 5.844
H 0.722 1.736 4.073
H -0.205 3.240 4.298
H 1.477 3.257 3.824
H 1.832 2.302 6.073
C -0.139 1.971 -2.739
O 0.280 0.691 -3.285
H -0.126 1.948 -1.650
H 0.439 2.763 -3.216
H -1.167 2.235 -2.984
H 0.205 0.937 -4.210
C 1.246 -2.745 0.497
O 0.938 -2.893 -0.878
H 1.655 -1.746 0.645
H 0.455 -2.930 1.225
H 2.001 -3.492 0.743
H 0.734 -3.830 -0.905
C -6.349 3.361 -2.783
O -4.988 3.778 -2.970
H -6.552 2.330 -3.070
H -6.658 3.455 -1.742
H -7.074 3.959 -3.336
H -4.450 3.313 -2.325
C 5.648 -2.308 0.597
O 5.203 -2.318 -0.757
H 4.804 -2.243 1.284
H 6.256 -3.182 0.830
H 6.274 -1.440 0.807
H 4.675 -1.558 -1.012
C -2.988 0.605 3.486
O -4.344 0.465 3.824
H -2.825 0.345 2.440
H -2.639 1.618 3.686
H -2.405 -0.082 4.099
H -4.747 1.290 3.544
C -3.102 3.129 0.271
O -3.357 2.413 -0.923
H -3.539 2.597 1.116
H -2.028 3.205 0.438
H -3.548 4.118 0.163
H -3.130 1.491 -0.788
C -1.662 5.578 -2.572
O -0.318 5.964 -2.801
H -2.136 6.401 -2.037
H -2.282 5.462 -3.461
H -1.764 4.672 -1.974
H 0.145 6.014 -1.962
C -1.136 0.735 7.143
O -1.606 -0.432 7.747
H -1.884 1.520 7.027
H -0.273 1.147 7.666
H -0.745 0.581 6.137
H -2.073 -0.244 8.564
C 1.742 -6.098 -1.201
O 0.457 -5.516 -0.988
H 1.698 -7.178 -1.344
H 2.242 -5.629 -2.048
H 2.380 -5.969 -0.326
H -0.230 -6.142 -1.229
```

Output
max |F|	9.6	eV/A
multiplicity	3
energy above the lowest of the compared OMol25 structures with the same formula, charge and spin	0.000	eV
orbital gap (alpha / beta)	5.192 / 6.361	eV
E_HOMO (alpha / beta)	-7.7 / -8.5	eV

***

[2]
Here is 18 unconnected molecules or ions with the total composition C27H90O36S9 in a non-equilibrium geometry from the OMol25 dataset. Energies are from ωB97M-V with the def2-TZVPD basis set.

The geometry in XYZ format:
```
162
C27H90O36S9, DFT ωB97M-V with the def2-TZVPD basis set
O 1.244 1.612 4.505
H 1.434 0.719 4.800
H 2.042 1.853 4.020
O 2.323 -1.199 4.992
H 2.970 -1.510 4.354
H 1.839 -1.994 5.205
O 4.086 2.606 3.915
H 4.923 2.146 4.009
H 3.798 2.802 4.808
O -2.806 -2.136 -3.220
H -1.999 -1.668 -3.342
H -2.861 -2.860 -3.862
O 3.414 2.948 -1.790
H 3.396 3.473 -2.602
H 4.067 3.382 -1.224
O -4.053 0.542 -2.829
H -3.714 -0.345 -3.024
H -4.932 0.432 -2.527
O 3.802 -1.915 1.790
H 3.938 -2.869 1.796
H 3.689 -1.627 0.864
O -2.937 2.871 -4.147
H -3.528 2.198 -3.778
H -3.281 3.030 -5.030
O 3.366 -0.554 -0.502
H 3.995 0.049 -0.969
H 2.632 -0.779 -1.100
O -5.277 8.986 -1.164
S -4.954 8.321 0.026
O -5.963 7.801 0.862
O -3.982 7.187 -0.422
C -3.478 6.241 0.521
C -2.699 5.278 -0.376
C -3.982 9.429 1.002
H -4.318 5.889 1.140
H -2.764 6.718 1.211
H -1.985 4.626 0.171
H -2.124 5.868 -1.098
H -3.336 4.643 -1.000
H -3.217 8.896 1.577
H -4.779 9.889 1.620
H -3.518 10.120 0.324
O -0.981 -2.217 0.709
S 0.029 -1.209 0.380
O 1.040 -1.729 -0.513
O -0.678 -0.032 -0.337
C 0.126 1.108 -0.713
C -0.807 2.086 -1.434
C 0.770 -0.462 1.750
H 1.059 0.836 -1.234
H 0.450 1.625 0.211
H -1.627 2.508 -0.850
H -1.291 1.572 -2.266
H -0.143 2.878 -1.754
H 0.261 0.406 2.125
H 1.801 -0.193 1.548
H 0.739 -1.171 2.528
O 2.661 -3.820 -4.499
S 2.257 -5.061 -3.867
O 1.627 -6.055 -4.660
O 3.422 -5.678 -3.094
C 4.793 -5.395 -3.147
C 5.592 -6.347 -4.055
C 1.236 -4.716 -2.494
H 5.203 -5.458 -2.105
H 4.766 -4.359 -3.461
H 5.179 -6.576 -5.057
H 5.645 -7.332 -3.581
H 6.686 -6.082 -4.197
H 1.711 -4.008 -1.835
H 0.883 -5.584 -1.893
H 0.385 -4.242 -3.012
O -5.925 -2.142 0.715
S -4.812 -2.216 1.583
O -4.995 -2.404 2.995
O -3.929 -3.420 1.138
C -3.855 -3.597 -0.292
C -3.023 -4.844 -0.604
C -3.821 -0.810 1.391
H -3.469 -2.699 -0.823
H -4.902 -3.751 -0.572
H -1.998 -4.529 -0.472
H -3.131 -5.111 -1.652
H -3.278 -5.784 -0.052
H -3.697 -0.506 0.349
H -2.874 -1.114 1.827
H -4.316 0.042 1.891
O 1.115 5.816 2.473
S -0.165 6.108 3.077
O -0.924 7.233 2.589
O -1.103 4.922 2.991
C -0.703 3.592 3.256
C -1.827 2.655 2.717
C 0.115 6.183 4.828
H -0.464 3.481 4.330
H 0.168 3.396 2.681
H -2.778 3.132 3.001
H -1.907 1.662 3.201
H -1.913 2.578 1.644
H 0.710 5.304 5.093
H -0.823 6.212 5.393
H 0.812 6.982 5.031
O 3.500 -5.331 1.730
S 2.091 -5.589 1.801
O 1.439 -6.222 0.701
O 1.767 -6.539 3.059
C 2.789 -6.637 4.137
C 2.693 -8.044 4.790
C 1.360 -4.005 2.082
H 2.577 -5.802 4.795
H 3.738 -6.514 3.602
H 3.267 -8.302 5.646
H 2.876 -8.872 4.093
H 1.670 -8.158 5.088
H 1.747 -3.381 1.269
H 1.713 -3.730 3.097
H 0.296 -4.093 2.116
O -1.160 -4.831 6.377
S -0.707 -4.239 5.171
O 0.640 -3.691 5.132
O -0.924 -5.208 3.961
C -2.103 -6.052 3.991
C -1.908 -7.140 2.922
C -1.749 -2.774 4.738
H -2.905 -5.344 3.718
H -2.205 -6.451 5.030
H -2.829 -7.614 2.593
H -1.075 -7.792 3.101
H -1.550 -6.589 2.063
H -1.727 -2.204 5.678
H -2.769 -2.949 4.409
H -1.226 -2.275 3.932
O 2.103 -0.892 -3.082
S 1.076 -0.816 -4.090
O -0.158 -1.543 -3.863
O 0.747 0.740 -4.215
C -0.463 0.995 -4.972
C -0.064 2.096 -5.962
C 1.703 -1.240 -5.662
H -1.222 1.303 -4.273
H -0.762 0.104 -5.517
H -0.754 2.245 -6.765
H 0.938 1.776 -6.296
H 0.124 3.096 -5.495
H 1.681 -2.331 -5.745
H 2.753 -1.011 -5.646
H 1.178 -0.637 -6.436
O 3.596 6.958 -3.733
S 2.634 5.944 -4.201
O 2.968 4.553 -3.998
O 1.076 6.249 -3.665
C 0.752 5.522 -2.383
C 1.315 6.196 -1.122
C 2.238 6.215 -5.923
H 1.132 4.531 -2.583
H -0.320 5.497 -2.386
H 2.391 6.402 -1.131
H 1.081 5.636 -0.252
H 0.832 7.158 -1.117
H 3.148 6.323 -6.507
H 1.760 7.202 -5.982
H 1.635 5.339 -6.244
```

Output
max |F|	3.4	eV/A
energy above the lowest of the compared OMol25 structures with the same formula, charge and spin	0.167	eV
orbital gap	10.992	eV
E_HOMO	-10.9	eV